No. 1
86
Properties=species:S:1:pos:R:3:forces:R:3 method="wB97M-V/def2-TZVPD" charge=-1 homo_lumo_gap_ev="8.5 / 7.0" max_force_ha_per_bohr=0.01705 e_tot_ev=-63521.288 s_squared=0.7550 relative_energy_kcal_mol=6.8 spin_multiplicity=2
Li -0.483831 0.201717 -0.896608 0.33 -0.36 -0.37
C -1.029728 -1.199083 -4.687236 0.03 -0.01 0.01
C -0.426782 -2.111566 -3.663642 0.09 0.07 -0.03
C -0.216992 -3.500258 -3.765148 0.00 0.03 0.00
C 0.348012 -3.849889 -2.561822 0.04 -0.02 -0.04
N 0.466540 -2.732096 -1.815396 0.00 0.02 0.06
N -0.007232 -1.660443 -2.488169 -0.06 0.00 -0.06
B 0.849606 -2.681545 -0.317318 -0.02 0.07 -0.04
N 1.910550 -1.599852 -0.016102 0.08 -0.02 -0.05
C 2.898100 -1.643697 0.895419 0.03 0.06 0.00
C 3.401100 -0.370685 1.050263 0.02 -0.01 0.00
C 2.630001 0.423164 0.185809 0.02 0.02 0.00
C 2.700796 1.893592 -0.072336 0.00 -0.02 0.01
N 1.733520 -0.323083 -0.446727 -0.21 -0.14 0.04
N -0.415599 -2.380267 0.529424 -0.07 0.00 -0.13
C -0.715146 -2.751453 1.788486 0.04 0.01 0.03
C -1.887596 -2.131587 2.153430 0.02 0.05 0.03
C -2.231974 -1.341825 1.041407 0.00 0.00 -0.05
C -3.370466 -0.388140 0.891774 0.00 -0.03 -0.01
N -1.343966 -1.503212 0.068832 0.02 0.01 0.25
N 1.384242 -4.073640 0.061421 0.00 -0.03 -0.01
C 0.666725 -5.163792 0.417291 0.02 0.00 0.01
C 1.495321 -6.257826 0.356400 0.02 0.00 -0.03
C 2.732163 -5.735490 -0.078035 0.01 -0.03 0.00
C 4.009176 -6.466922 -0.345524 -0.02 0.00 -0.01
N 2.651353 -4.429695 -0.264530 -0.02 0.03 0.06
H -1.703455 -1.758356 -5.336640 -0.02 0.00 -0.01
H -1.587421 -0.397892 -4.207623 -0.01 0.00 0.01
H -0.272140 -0.739060 -5.330152 0.01 -0.01 0.03
H -0.451002 -4.146162 -4.594968 0.00 -0.01 0.00
H 0.675705 -4.808708 -2.196119 0.00 0.00 0.01
H 3.183162 -2.573045 1.356460 -0.01 -0.01 -0.01
H 4.196566 -0.052767 1.703041 0.01 0.00 0.00
H 3.033387 2.426567 0.818215 0.00 0.01 -0.01
H 3.404429 2.119783 -0.879074 0.02 0.00 -0.01
H 1.711525 2.276690 -0.325522 0.00 0.01 0.02
H -0.073577 -3.416462 2.342862 -0.01 -0.01 -0.01
H -2.410507 -2.220004 3.090505 -0.01 0.01 0.01
H -4.284492 -0.803274 1.320455 0.00 0.00 -0.01
H -3.148182 0.553595 1.394401 0.02 0.02 0.02
H -3.542536 -0.172147 -0.162309 0.00 0.01 0.01
H -0.376424 -5.086598 0.671974 0.00 0.00 -0.01
H 1.252618 -7.280650 0.591878 -0.01 0.00 0.00
H 4.094187 -7.348215 0.290746 0.01 0.00 0.01
H 4.061318 -6.798449 -1.384717 0.00 -0.01 0.00
H 4.862797 -5.816494 -0.160570 0.00 0.01 0.00
N 2.212393 0.574681 -3.289797 -0.23 -0.25 0.29
C 1.770585 1.767956 -3.746403 0.41 0.03 -0.08
C -0.104009 2.018846 -3.508472 -0.77 0.23 0.35
O -0.389041 2.889947 -4.286032 0.17 -0.13 -0.09
O -0.538902 1.307833 -2.640385 0.40 0.12 -0.39
H 2.095822 0.364722 -2.290966 0.01 -0.02 -0.11
H 2.007160 -0.239407 -3.850342 0.01 -0.03 -0.04
H 1.852692 1.913519 -4.817141 -0.09 0.02 0.01
H 2.070234 2.626514 -3.151202 -0.12 -0.01 0.05
C -4.097023 4.304208 -0.325177 -0.01 0.00 0.00
C -2.613089 4.374592 0.008063 0.02 -0.02 0.02
C -1.783954 4.246127 -1.265211 0.01 -0.03 -0.01
C -2.287066 5.668865 0.746209 0.01 0.00 -0.01
O -2.392424 3.262647 0.894419 -0.02 0.00 0.00
P -0.926356 2.654267 1.209313 0.01 0.03 -0.05
O 0.110319 3.714248 1.329205 0.04 0.04 0.00
O -0.660373 1.530074 0.253024 -0.16 0.29 0.32
O -1.337935 2.045493 2.652145 -0.04 -0.04 -0.04
C -0.368897 1.643246 3.637881 0.01 0.01 -0.02
C 0.750781 0.826503 3.003314 -0.01 0.03 0.02
C 0.186238 2.884742 4.329097 0.01 0.01 0.00
C -1.158136 0.793956 4.624198 0.02 0.02 0.02
H -4.385616 5.145756 -0.958659 0.00 0.00 0.00
H -4.686311 4.332281 0.592719 0.00 0.01 0.00
H -4.318589 3.374127 -0.850669 0.00 0.00 0.00
H -2.048793 5.045133 -1.961100 0.00 0.00 0.00
H -1.970216 3.284655 -1.744389 -0.01 0.01 0.01
H -0.719415 4.316225 -1.038705 0.00 0.01 0.01
H -2.459711 6.528554 0.093423 -0.01 0.00 0.01
H -1.244898 5.654215 1.062029 0.00 0.00 -0.01
H -2.921316 5.764454 1.630033 0.00 0.00 0.00
H 1.322962 1.438117 2.305536 -0.02 0.00 0.05
H 0.343348 -0.024186 2.455157 0.00 -0.02 -0.02
H 1.427210 0.459484 3.779334 0.00 -0.01 -0.01
H 0.660111 3.534943 3.595259 0.00 -0.01 0.01
H 0.915297 2.594317 5.090072 -0.01 0.00 0.01
H -0.624394 3.435781 4.810818 0.00 0.00 0.00
H -1.499993 -0.119844 4.140718 -0.02 -0.04 -0.03
H -2.027906 1.351033 4.976647 0.01 0.01 0.01
H -0.534610 0.530630 5.481796 0.00 -0.02 -0.01

No. 2
78
Properties=species:S:1:pos:R:3:forces:R:3 method="wB97M-V/def2-TZVPD" charge=+2 homo_lumo_gap_ev="4.8 / 4.6" max_force_ha_per_bohr=0.05529 e_tot_ev=-135859.881 relative_energy_kcal_mol=0.0
C 6.183883 -2.533988 3.931999 -0.09 0.26 0.18
C 5.747101 -2.545067 2.606677 0.21 -0.38 -0.22
C 6.546450 -3.156981 1.652370 0.34 -0.02 -0.02
C 7.760736 -3.701670 2.038113 0.18 -0.06 0.52
N 8.189181 -3.684784 3.308354 -0.19 0.17 -0.17
C 7.413924 -3.102991 4.234595 0.26 -0.24 -0.28
C 4.542510 -1.903956 2.181485 -1.93 1.07 0.89
C 3.497413 -1.265518 2.094317 2.51 -0.71 -0.08
C 2.664251 -0.163591 1.737800 0.14 -1.34 1.11
C 1.382569 -0.071424 2.256478 -1.09 0.59 -1.10
C 0.510636 0.875790 1.678121 1.74 1.54 1.01
C 1.138059 1.989268 0.990405 -0.64 -1.77 -0.74
C 2.428602 1.859747 0.449448 -0.45 0.18 0.68
C 3.167790 0.785329 0.886207 1.29 0.43 -1.01
Hg 0.291044 -0.419906 -0.670974 -0.82 -0.01 1.20
P -2.434021 -0.706034 -0.207643 -1.54 -2.39 -0.13
H 6.237526 -3.168209 0.623338 -0.03 -0.07 -0.26
H 5.600208 -2.051621 4.706908 -0.01 -0.07 -0.07
H 8.424433 -4.159436 1.299853 -0.20 0.09 0.29
H 7.811502 -3.084104 5.259913 -0.26 -0.04 -0.52
H 4.227155 0.740788 0.604149 -0.53 -0.28 -0.07
H 1.057743 -0.688837 3.084912 -0.14 -0.34 -0.37
H 2.917180 2.542314 -0.250404 -0.50 0.29 0.58
H -0.515600 0.878607 2.012650 -0.10 0.56 0.14
C -4.161079 -0.168754 -0.701482 0.14 1.21 -0.64
C -5.053139 -1.113272 -1.508478 -0.02 -0.31 -0.16
H -3.988291 0.766723 -1.265617 -0.46 -0.24 0.19
H -4.703264 0.098286 0.224191 0.57 0.10 -0.34
H -5.929156 -0.579420 -1.888161 0.16 0.12 0.14
H -4.555204 -1.541633 -2.380889 -0.02 0.09 0.03
H -5.442621 -1.941471 -0.906970 0.24 0.11 -0.03
C -2.195282 -2.401063 -1.063801 -0.01 0.63 0.01
C -1.616041 -3.478192 -0.122624 -0.03 -0.41 -0.36
H -1.458985 -2.184621 -1.858262 -0.48 -0.28 0.17
H -3.129489 -2.746191 -1.556676 0.64 0.27 0.45
H -0.923241 -4.099629 -0.721669 -0.35 0.14 0.51
H -1.051886 -3.064032 0.732016 -0.22 -0.23 -0.35
H -2.430815 -4.131247 0.252950 0.69 0.41 -0.08
C -2.874955 -1.140303 1.513734 0.73 0.30 0.67
C -4.065457 -2.077107 1.746166 -0.14 -0.25 -0.18
H -3.088035 -0.164306 1.972778 0.18 -0.15 0.12
H -1.972545 -1.524941 2.004708 -0.20 0.09 0.07
H -4.110525 -2.373293 2.798922 0.13 0.17 -0.12
H -5.023977 -1.603566 1.515066 0.18 -0.05 -0.03
H -3.996067 -3.004922 1.170525 -0.02 0.21 0.03
Br 0.179528 3.558824 0.681750 -0.34 0.30 -0.21
P 0.240808 1.236377 -3.355701 -0.32 0.81 -0.47
C -0.990172 -0.102089 -3.556596 0.02 -0.33 -0.10
C -1.608057 -0.357990 -4.934080 0.25 0.35 -0.26
H -1.814741 0.119755 -2.867781 0.30 -0.13 0.22
H -0.466212 -1.022148 -3.260963 -0.10 0.29 0.18
H -2.158695 -1.297497 -4.894748 0.03 0.00 0.06
H -2.320183 0.428021 -5.176418 0.10 0.04 -0.25
H -0.838777 -0.446579 -5.705812 -0.23 0.08 0.01
C -0.310034 2.955170 -3.013985 -0.26 0.01 0.26
C 0.121033 4.037594 -4.032232 0.22 -0.05 -0.26
H 0.134584 3.173759 -2.022356 -0.35 -0.02 -0.34
H -1.416117 2.940542 -2.901420 0.64 -0.14 -0.04
H -0.378548 4.985408 -3.827028 -0.12 -0.18 0.24
H 1.189892 4.253219 -3.978439 -0.02 -0.20 0.03
H -0.115847 3.786061 -5.068978 -0.03 -0.15 0.18
C 1.942676 0.849224 -2.853774 0.62 -0.45 -0.05
C 2.717870 0.119918 -3.956958 0.03 0.04 -0.13
H 1.958682 0.139426 -2.005993 0.11 0.59 -0.21
H 2.435208 1.778455 -2.520271 -0.35 -0.25 -0.21
H 3.737435 -0.036012 -3.618472 0.15 0.05 0.02
H 2.297375 -0.874206 -4.124915 -0.05 0.12 -0.17
H 2.743772 0.685536 -4.885967 -0.01 -0.08 -0.07
C -4.246255 2.655570 3.590328 1.32 -0.22 -0.22
S -2.501782 2.771210 2.956536 -0.12 0.46 1.16
C -2.128404 4.523128 3.412091 -0.41 -0.13 -0.19
O -1.689416 1.920911 3.903838 -0.42 0.13 -0.78
H -4.842406 3.512830 3.308315 -0.05 0.21 -0.04
H -4.067443 2.585277 4.668192 -0.43 -0.08 -0.16
H -4.657284 1.737656 3.151110 0.05 0.22 0.37
H -2.624457 4.850896 4.346823 0.33 -0.47 -0.42
H -1.027283 4.606032 3.498416 -0.69 -0.11 -0.10
H -2.516975 5.134954 2.579995 0.29 -0.11 0.30